Entry i
# C3H3N2O2

A gas-phase ion, C3H3N2O2 (charge +1) (ωB97M-V/def2-TZVPD, the OMol25 dataset).

Properties
- net charge = +1
- highest occupied orbital energy (eV) = -15.546
- SMILES string = [NH+]#CNC(=O)C=O
- frontier orbital gap (eV) = 10.2051
- molar mass (g mol⁻¹) = 99.07

Last columns: bonded neighbours and bond lengths (Å).
Geometry (Å):
1 C -0.49536 0.46744 0.15475  N4 1.270, N5 1.158
2 C -2.83362 -0.78354 0.01513  C3 1.509, N4 1.565, O6 1.160
3 C -3.20856 0.54893 -0.58575  C2 1.509, O7 1.248, H8 1.083
4 N -1.47148 -0.23776 0.55848  C1 1.270, C2 1.565, H9 1.070
5 N 0.31228 1.27322 -0.04308  C1 1.158, H10 1.072
6 O -2.98427 -1.93234 0.06267  C2 1.160
7 O -3.79330 1.47160 0.01797  C3 1.248
8 H -2.90166 0.67603 -1.61695  C3 1.083
9 H -1.57435 -0.15093 1.62020  N4 1.070
10 H 1.13186 1.41702 -0.71940  N5 1.072

These are the Löwdin partial charges, in e, on atoms 1 to 4: -0.14 -0.24 -0.12 0.16



Entry ii
# C3H3N2O2

A gas-phase ion, C3H3N2O2 (charge +1) (ωB97M-V/def2-TZVPD, the OMol25 dataset).

Properties
- net charge = +1
- highest occupied orbital energy (spin up / spin down) (eV) = -17.278 / -14.889
- frontier orbital gap (spin up / spin down) (eV) = 10.3881 / 6.5925
- molar mass (g mol⁻¹) = 99.07

Last columns: bonded neighbours and bond lengths (Å).
Geometry (Å):
1 C 0.99040 -0.96356 0.42396  C3 1.598, N4 1.166, H8 1.049
2 C -1.71914 -0.01982 -0.33537  N5 1.290, O6 1.130
3 C 0.67062 0.36749 -0.40012  C1 1.598, N5 1.448, H9 1.132, H10 1.150
4 N 0.38882 -1.91522 0.72654  C1 1.166
5 N -0.69710 0.72713 -0.08908  C2 1.290, C3 1.448, O7 1.327
6 O -2.75205 -0.47436 -0.39156  C2 1.130
7 O -1.02675 1.51776 0.92436  N5 1.327
8 H 1.99785 -0.68525 0.51501  C1 1.049
9 H 1.32232 1.09943 0.16547  C3 1.132
10 H 0.82503 0.34640 -1.53921  C3 1.150

These are the Löwdin partial charges, in e, on atoms 1 to 4: -0.25 0.00 -0.01 0.26



Most stable structure, least stable structure: entry i, entry ii.